No. 1
{
  "formula": "H2N2O3Si",
  "method": "ωB97M-V/def2-TZVPD",
  "species": ["N", "N", "O", "O", "O", "Si", "H", "H"],
  "xyz": [[-2.9723, 0.8823, 0.9118], [-2.5400, 1.1366, 1.9338], [-3.7834, 0.9117, 0.1027], [-1.4949, 1.0674, 2.5827], [-1.2342, -0.7887, 0.5805], [-0.0790, -0.1826, 1.3055], [0.2551, 1.1811, 1.3170], [0.8840, -1.2707, 1.7433]],
  "forces_ev_per_a": [[0.84, -0.45, 0.29], [-0.01, 0.84, 1.51], [-1.98, -0.27, -2.36], [0.90, -0.62, 1.06], [-2.23, -0.57, -1.66], [1.30, -1.09, 1.32], [1.28, 1.20, -0.46], [-0.11, 0.95, 0.30]],
  "spin_multiplicity": 1,
  "lumo_energy_ha": -0.0332,
  "total_energy_ha": -625.70664,
  "de_lowest_kj_mol": 196.6
}


No. 2
{
  "formula": "C3H8FN2O2",
  "method": "ωB97M-V/def2-TZVPD",
  "species": ["C", "C", "C", "N", "N", "O", "O", "F", "H", "H", "H", "H", "H", "H", "H", "H"],
  "xyz": [[-1.2891, 0.4293, -0.0741], [-0.5940, -0.6192, 0.7154], [1.0669, -0.4823, 0.2215], [-1.9412, 1.3926, 0.6389], [0.9854, -0.5312, -1.2726], [-1.1688, 0.4548, -1.2794], [1.5148, 0.6877, 0.6644], [-0.9820, -1.8353, 0.3086], [-0.4896, -0.5702, 1.8065], [1.4784, -1.4173, 0.5288], [-1.7259, 1.2905, 1.6668], [-2.2574, 2.2097, 0.1413], [0.9928, -1.4599, -1.5004], [0.0686, -0.1095, -1.8249], [1.8746, -0.0425, -1.7476], [2.4664, 0.6027, 1.0069]],
  "forces_ev_per_a": [[-1.11, 2.19, 1.80], [3.99, -0.01, -0.31], [-4.96, -0.31, -0.38], [1.70, -2.28, 1.02], [2.89, 3.79, -2.50], [-1.27, 0.36, -1.72], [3.05, 0.70, 1.28], [-0.43, -1.03, -0.23], [-0.67, 0.23, -0.24], [0.88, -0.37, 0.52], [-1.03, 1.07, -1.68], [-0.11, 0.26, 0.43], [0.30, -3.20, -1.15], [0.92, -0.30, 2.41], [-2.22, -1.49, 1.43], [-1.93, 0.39, -0.66]],
  "spin_multiplicity": 1,
  "total_charge": 1,
  "lumo_energy_ha": -0.1225,
  "total_energy_ha": -478.69094,
  "smiles": "NC(=O)[C@@H](F)[C@@H]([NH3+])O",
  "de_lowest_kj_mol": 52.3
}


No. 3
{
  "formula": "C3H10N2P",
  "method": "ωB97M-V/def2-TZVPD",
  "species": ["C", "C", "C", "N", "N", "P", "H", "H", "H", "H", "H", "H", "H", "H", "H", "H"],
  "xyz": [[-0.5913, -1.2058, 0.2529], [0.9380, 1.9539, -1.2457], [0.2870, -0.1333, -0.3326], [-1.8723, -0.6283, 0.6080], [-0.1085, 1.0729, -0.5237], [0.2039, -2.1374, 1.8889], [-0.7948, -1.9080, -0.4587], [1.6993, 1.3213, -1.7335], [0.3481, 2.6198, -2.0642], [1.4107, 2.7206, -0.6144], [1.2048, -0.3945, -0.6586], [-2.7120, -1.1319, 0.3884], [-1.8608, 0.0636, 1.3365], [-0.9634, 1.3428, -0.1139], [0.6504, -3.2214, 1.1633], [-0.8750, -2.7085, 2.3694]],
  "forces_ev_per_a": [[-0.55, 2.25, 3.41], [-2.49, 2.18, -1.63], [-3.87, -0.56, 1.31], [0.87, 0.62, -0.60], [4.43, -0.51, -1.00], [2.44, 2.59, -1.70], [0.03, -2.10, -2.08], [-0.67, 0.24, 0.33], [1.38, -1.90, 1.77], [-0.31, -0.68, 0.29], [3.01, -0.77, -1.08], [-0.03, 0.07, 0.35], [-0.54, -0.42, 0.38], [-1.46, 0.72, 0.06], [0.26, -0.67, -0.25], [-2.50, -1.06, 0.43]],
  "spin_multiplicity": 1,
  "total_charge": 1,
  "lumo_energy_ha": -0.1679,
  "total_energy_ha": -570.84238,
  "smiles": "C/[NH+]=C/[C@H](N)P",
  "de_lowest_kj_mol": 210.0
}


No. 4
{
  "formula": "C2ClF3N2",
  "method": "ωB97M-V/def2-TZVPD",
  "species": ["C", "C", "N", "N", "F", "F", "F", "Cl"],
  "xyz": [[-1.0136, 0.0332, 0.0204], [1.2064, -0.0193, -0.1271], [-1.5206, 0.7797, 1.0159], [-1.5181, -0.4144, 1.2457], [1.4085, -0.3079, -1.4760], [1.4995, 1.1935, 0.1693], [1.7454, -0.9255, 0.6073], [-1.8075, -0.3394, -1.4556]],
  "forces_ev_per_a": [[5.40, -2.43, -2.53], [-5.75, -0.83, -3.22], [-1.31, 3.64, 1.91], [-0.23, -1.82, 0.92], [0.18, 0.66, 2.29], [1.17, 0.83, 0.30], [0.56, -0.22, 0.59], [-0.03, 0.16, -0.26]],
  "spin_multiplicity": 1,
  "lumo_energy_ha": -0.0077,
  "total_energy_ha": -945.35361,
  "de_lowest_kj_mol": 262.9
}


No. 5
{
  "formula": "C5H9NO",
  "method": "ωB97M-V/def2-TZVPD",
  "species": ["C", "C", "N", "C", "C", "O", "C", "H", "H", "H", "H", "H", "H", "H", "H", "H"],
  "xyz": [[0.1828, 1.2817, -1.0207], [-1.9082, -0.4237, 0.6669], [0.2462, 2.1716, 0.0237], [0.7326, 0.0339, -1.0252], [1.5760, -1.8640, 0.3679], [-2.0741, 0.4678, -0.1567], [0.9002, -0.7452, 0.1432], [-0.1257, 1.7256, -1.9543], [0.3322, 1.7634, 0.9418], [-0.4284, 2.9199, -0.0085], [0.8415, -0.4722, -1.9728], [-1.9920, -0.2560, 1.7534], [0.0716, -0.4549, 0.9557], [-2.0738, -1.4715, 0.3637], [1.5090, -2.3820, 1.3139], [2.2099, -2.2943, -0.3920]],
  "forces_ev_per_a": [[1.77, -0.51, -0.36], [-2.69, 0.73, -1.28], [-0.46, -0.05, 0.11], [-0.74, 1.05, -1.05], [0.14, -0.12, 0.09], [0.32, -1.11, 1.39], [-2.08, 0.19, 2.39], [-0.06, 0.04, -0.12], [0.11, 0.04, 0.07], [-0.06, -0.09, 0.07], [-0.09, 0.06, -0.19], [0.66, 0.30, 0.05], [2.29, -0.42, -1.04], [0.71, -0.07, -0.02], [-0.11, -0.08, -0.05], [0.28, 0.05, -0.04]],
  "spin_multiplicity": 1,
  "lumo_energy_ha": 0.0184,
  "total_energy_ha": -325.80795,
  "smiles": "C=C/C=C\\N.C=O",
  "de_lowest_kj_mol": 340.3
}